The following is a quantum chemistry calculation of a molecular structure, C34H25AsN7O6RuS3, from the OMol25 dataset.

Its expectation value of S² is 8.763. Its spin multiplicity is 6. The HOMO energy (alpha / beta) is -2.20 / -2.19 eV. For the maximum force, the calculation gives 1.0 eV/Å. As for the net charge: -2. For the frontier orbital gap (alpha / beta), the calculation gives 6.30 / 5.98 eV.

Last column: Mulliken spin population.
Geometry (Å):
Ru -0.44458 -0.21859 -0.71282  3.834
C 6.89186 0.65454 0.11421  0.000
C 5.39364 0.78527 0.11051  0.003
C 4.72642 1.60051 1.02473  -0.002
C 3.35260 1.65950 1.04563  0.017
C 2.52161 0.95583 0.14575  0.039
N 1.14671 1.11295 0.24930  0.106
C 0.75963 2.44443 0.29811  0.045
C 1.46034 3.47253 -0.36680  0.009
C 1.05235 4.78534 -0.33270  -0.001
C -0.10643 5.17932 0.33474  0.012
C -0.59997 6.59773 0.28194  0.000
C -0.82677 4.18756 0.97372  -0.013
C -0.39825 2.86541 0.97137  -0.051
N -1.18247 1.92959 1.69671  -0.008
C -1.59969 2.03876 2.97137  0.002
C -2.48835 1.01265 3.20088  0.008
C -2.54072 0.31761 1.98571  0.014
N -1.75610 0.88513 1.08239  0.096
C 3.21347 0.13042 -0.75925  -0.034
C 4.60581 0.04730 -0.75262  0.001
N 2.54935 -0.69992 -1.70488  -0.036
C 3.00471 -1.10217 -2.90649  0.016
C 2.26307 -2.19426 -3.29039  0.004
C 1.35309 -2.38853 -2.24157  0.010
N 1.53140 -1.48716 -1.28669  0.125
H 7.37112 1.60359 0.36389  0.000
H 7.26526 0.34058 -0.86201  0.000
H 7.22952 -0.08374 0.84728  0.000
H 5.29310 2.18084 1.74612  0.000
H 2.86116 2.28679 1.77901  0.001
H 2.33263 3.20546 -0.94650  -0.001
H 1.62476 5.52115 -0.88831  0.000
H 0.23076 7.30387 0.22257  0.000
H -1.18940 6.84737 1.16673  0.000
H -1.23324 6.76387 -0.59402  0.001
H -1.75620 4.41912 1.48341  -0.001
H -1.22053 2.82832 3.59786  -0.001
H -2.99338 0.77430 4.12008  0.000
H -3.06462 -0.58575 1.72338  -0.007
H 5.07253 -0.64351 -1.44529  -0.001
H 3.81445 -0.58195 -3.38919  0.001
H 2.32352 -2.73307 -4.21933  -0.001
H 0.54113 -3.08967 -2.16000  0.004
O -3.43545 -0.38244 -3.59630  0.002
As -1.84337 -0.97385 -4.06570  0.013
O -2.00762 -2.23459 -5.08718  0.014
O -0.96270 -1.16061 -2.66884  0.074
C -1.15166 0.50586 -5.13636  0.004
C -1.07523 0.26022 -6.50410  0.000
C -0.61275 1.23510 -7.37660  0.000
C -0.22400 2.47220 -6.88504  0.000
C -0.29320 2.72618 -5.52278  0.000
C -0.75098 1.74440 -4.65566  0.003
S -0.67926 2.09714 -2.90839  -0.005
O -0.61898 3.53732 -2.81747  0.010
O -1.85708 1.50017 -2.26360  0.034
O 0.51517 1.38028 -2.44547  0.039
H -3.26860 0.30950 -2.93479  0.000
H -1.38711 -0.71578 -6.85648  0.000
H -0.55766 1.02712 -8.43901  0.000
H 0.13640 3.24229 -7.55704  0.000
H 0.00069 3.68332 -5.11455  0.000
S -2.16677 -2.07822 -0.27218  0.303
C -1.55120 -3.24086 0.85952  -0.018
C -2.18528 -4.47742 0.97731  -0.002
C -1.72918 -5.45363 1.85605  0.001
C -2.42208 -6.69871 1.95805  -0.004
N -2.98718 -7.70027 2.02870  -0.001
C -0.58577 -5.19309 2.63495  0.014
C 0.05912 -3.96859 2.51759  -0.013
C -0.40344 -2.96900 1.65565  -0.018
S 0.37814 -1.43781 1.57625  0.368
C -0.07705 -6.16808 3.54895  -0.002
N 0.33557 -6.93919 4.29884  0.003
H -3.05520 -4.68063 0.36671  -0.003
H 0.93954 -3.77376 3.11550  -0.007